(1)
A structure of composition C39H40IrN3O2S2Sb in a non-equilibrium geometry, computed with ωB97M-V/def2-TZVPD.

CARTESIAN COORDINATES (ANGSTROEM)
1 Ir 0.15982 -1.24503 -0.48668
2 O -0.85373 -0.09708 -1.71812
3 S -1.03740 0.94303 -2.78235
4 C 0.54482 1.07554 -3.68912
5 C 1.23532 -0.28168 -3.81986
6 C 0.45723 -1.29602 -4.66912
7 C 0.91243 -2.73561 -4.43895
8 S 0.21054 -3.53807 -2.95603
9 O 0.40463 -2.63715 -1.77203
10 C -1.54892 -3.48451 -3.36955
11 C -2.45248 -2.82693 -2.52781
12 C -3.81247 -2.78443 -2.83956
13 C -4.28284 -3.41252 -3.98991
14 C -3.39485 -4.09012 -4.82450
15 C -2.03316 -4.13261 -4.51191
16 C -0.96783 2.53396 -1.93472
17 C -0.40289 2.64099 -0.65925
18 C -0.36472 3.87497 -0.00865
19 C -0.89821 5.00486 -0.62678
20 C -1.46964 4.90267 -1.89513
21 C -1.50435 3.66951 -2.55005
22 H 1.21064 1.75719 -3.15020
23 H 0.33047 1.50892 -4.67093
24 H 1.43952 -0.67586 -2.82000
25 H 2.21826 -0.12786 -4.28352
26 H 0.63406 -1.04341 -5.72269
27 H -0.62164 -1.20716 -4.52117
28 H 2.00242 -2.78377 -4.34228
29 H 0.64248 -3.35404 -5.30083
30 H -2.09740 -2.33140 -1.62497
31 H -4.49826 -2.25961 -2.17904
32 H -5.34233 -3.37988 -4.23066
33 H -3.76501 -4.59015 -5.71565
34 H -1.36199 -4.68086 -5.16711
35 H 0.00418 1.76006 -0.16556
36 H 0.07432 3.95001 0.98298
37 H -0.87530 5.96402 -0.11543
38 H -1.89506 5.78323 -2.36995
39 H -1.96384 3.60217 -3.53250
40 N 5.02048 -3.67226 2.36441
41 C 3.86443 -3.74982 2.44134
42 N 2.42202 -3.87845 2.57401
43 C 1.76039 -3.03348 1.59268
44 N 1.19187 -2.37315 0.82513
45 C 1.55678 3.56310 2.93492
46 C 0.07867 3.51761 3.16211
47 C -0.50149 4.58746 3.87345
48 C -1.87449 4.63686 4.09756
49 C -2.69196 3.62934 3.60319
50 C -2.13676 2.56694 2.89194
51 C -0.75193 2.47060 2.66838
52 Sb -0.14588 0.72635 1.44916
53 C -0.95502 -1.01548 2.54450
54 C -2.36020 -1.03965 2.59750
55 C -3.05209 -2.08231 3.21115
56 C -2.35388 -3.14129 3.77649
57 C -0.96302 -3.16323 3.71936
58 C -0.24627 -2.11475 3.10759
59 C 1.24335 -2.22993 3.06796
60 C 2.03050 0.61263 1.48002
61 C 2.74945 0.56469 2.68059
62 C 4.14386 0.49112 2.67717
63 C 4.83881 0.46448 1.46912
64 C 4.14087 0.51318 0.26235
65 C 2.73728 0.58777 0.25422
66 C 2.00931 0.63996 -1.06122
67 H 2.00379 4.51051 3.30507
68 H 1.78466 3.47965 1.85197
69 H 2.03430 2.77111 3.52048
70 H 0.11069 5.39466 4.25724
71 H -2.30631 5.46484 4.64499
72 H -3.76194 3.67465 3.76214
73 H -2.80689 1.82414 2.50593
74 H -2.93829 -0.25578 2.14275
75 H -4.13431 -2.07226 3.23808
76 H -2.89126 -3.95355 4.24927
77 H -0.44428 -4.00788 4.15626
78 H 1.59572 -3.20129 3.47609
79 H 1.67296 -1.46403 3.72388
80 H 1.60973 -2.14766 2.02393
81 H 2.22807 0.59383 3.62616
82 H 4.68610 0.45666 3.61309
83 H 5.91962 0.40810 1.46688
84 H 4.69722 0.49326 -0.66656
85 H 2.71073 0.61191 -1.92190
86 H 1.42138 1.57947 -1.12790
87 H 1.32523 -0.23030 -1.14689
88 H -1.30884 -1.98365 0.03357

Output
**Multiplicity**: 5
**Orbital gap (alpha / beta)**: 5.669 / 5.437 eV
**Highest occupied orbital energy (alpha / beta)**: -7.6 / -10.4 eV
**E**: -2964.85301 Ha
**Net charge**: +1


(2)
A cluster of 8 separate species, C39H40N8 in total in a non-equilibrium geometry, computed with ωB97M-V/def2-TZVPD.

CARTESIAN COORDINATES (ANGSTROEM)
1 N 1.62798 1.79138 -5.62430
2 C 0.49062 1.44043 -4.89533
3 C 0.45385 2.09726 -3.63302
4 C 1.59710 2.82039 -3.64069
5 C 2.38007 2.56519 -4.77671
6 H 1.98504 1.32070 -6.44348
7 H -0.26816 0.85226 -5.39001
8 H -0.29264 2.08760 -2.85261
9 H 1.93008 3.43572 -2.81795
10 H 3.36357 2.92723 -5.03758
11 N -1.19377 -2.09912 -2.88817
12 C -0.08394 -1.72280 -2.22408
13 C 0.86311 -2.57842 -1.76607
14 C 0.71267 -3.96195 -1.99361
15 C -0.41172 -4.39003 -2.74660
16 C -1.29601 -3.39702 -3.23019
17 H 0.14006 -0.67788 -2.06803
18 H 1.78148 -2.24632 -1.30487
19 H 1.45931 -4.64851 -1.62272
20 H -0.56886 -5.43333 -2.97732
21 H -2.15152 -3.66219 -3.83368
22 N -1.64745 5.64474 0.14775
23 C -1.32958 5.79020 -1.20031
24 C -0.04589 5.91200 -1.62413
25 C 0.98660 5.96558 -0.71400
26 C 0.66137 5.74780 0.68249
27 C -0.66410 5.63132 1.06993
28 H -2.12906 5.68061 -1.91810
29 H 0.18347 5.93163 -2.67931
30 H 1.99426 6.09918 -1.07893
31 H 1.45732 5.69497 1.41056
32 H -0.97660 5.48195 2.09288
33 N -2.68726 -4.21581 1.17411
34 C -1.88046 -3.20553 0.61360
35 C -2.29816 -1.84079 0.61652
36 C -3.53799 -1.53164 1.17898
37 C -4.29561 -2.54459 1.78910
38 C -3.88289 -3.85605 1.68380
39 H -0.92877 -3.40764 0.14473
40 H -1.67590 -1.10273 0.13231
41 H -3.80355 -0.49077 1.29060
42 H -5.20963 -2.28025 2.30006
43 H -4.35250 -4.66398 2.22519
44 N -6.20806 2.24052 2.18793
45 C -4.88118 2.24853 2.07661
46 C -4.06025 1.61785 3.00783
47 C -4.71044 0.91622 4.10299
48 C -6.08025 0.89397 4.19944
49 C -6.81491 1.61999 3.26831
50 H -4.45531 2.84194 1.28106
51 H -2.98966 1.72039 2.90917
52 H -4.03448 0.50764 4.83956
53 H -6.51859 0.45990 5.08591
54 H -7.88282 1.75649 3.35392
55 N 1.55815 0.31174 0.26324
56 C 0.72959 0.00272 1.32507
57 C -0.33457 0.79806 1.74497
58 C -0.61003 2.01450 1.02083
59 C 0.29857 2.30756 -0.03488
60 C 1.32578 1.44888 -0.36054
61 H 0.98281 -0.91972 1.82646
62 H -1.15277 0.37284 2.30723
63 H -1.40129 2.72081 1.22439
64 H 0.15962 3.09890 -0.75659
65 H 2.09354 1.61832 -1.10096
66 N 1.53671 -4.89284 2.79176
67 C 2.09834 -3.76683 2.48302
68 C 2.69281 -2.87711 3.43252
69 C 2.63137 -3.26005 4.80778
70 C 2.05606 -4.50506 5.12513
71 C 1.58114 -5.30011 4.07494
72 H 2.24120 -3.58298 1.42842
73 H 3.13557 -1.98230 3.02059
74 H 3.02194 -2.55349 5.52515
75 H 1.90669 -4.85424 6.13616
76 H 1.37817 -6.33396 4.31237
77 N 5.75411 -0.68024 -3.64992
78 C 6.31665 -1.00052 -2.48550
79 C 5.68911 -1.04823 -1.23004
80 C 4.33337 -0.72874 -1.18043
81 C 3.71470 -0.36809 -2.34104
82 C 4.44256 -0.38564 -3.53660
83 H 7.35263 -1.28107 -2.60566
84 H 6.20651 -1.39021 -0.34588
85 H 3.81189 -0.57147 -0.24784
86 H 2.67697 -0.07382 -2.39523
87 H 3.95252 -0.12213 -4.46224

Output
**Multiplicity**: 2
**Orbital gap (alpha / beta)**: 3.189 / 7.704 eV
**Highest occupied orbital energy (alpha / beta)**: -0.6 / -5.1 eV
**E**: -1948.03868 Ha
**Net charge**: -1


(3)
A structure of composition C39H41N4P2S2SiZn in a non-equilibrium geometry, computed with ωB97M-V/def2-TZVPD.

CARTESIAN COORDINATES (ANGSTROEM)
1 Zn 0.19278 0.35039 0.76368
2 N -2.01025 2.58711 0.18281
3 P -1.87863 1.76904 1.70731
4 C -3.47196 0.91831 1.83936
5 C -3.50410 -0.38926 2.27934
6 C -4.71299 -1.07615 2.33681
7 C -5.89758 -0.43909 1.99752
8 C -5.84723 0.89064 1.59324
9 C -4.65309 1.58546 1.52432
10 C -2.02197 3.13055 2.88692
11 C -1.86407 2.80106 4.22960
12 C -1.97439 3.78004 5.19980
13 C -2.22968 5.10191 4.84894
14 C -2.41042 5.42174 3.50563
15 C -2.36170 4.43600 2.53556
16 P -1.31294 1.66535 -1.10321
17 C -1.46649 2.80267 -2.50196
18 C -2.38350 3.84640 -2.47012
19 C -2.51167 4.66179 -3.58625
20 C -1.81962 4.38679 -4.74990
21 C -0.97330 3.29674 -4.79474
22 C -0.78535 2.49328 -3.67861
23 C -2.55404 0.41734 -1.52584
24 C -3.90838 0.72169 -1.50992
25 C -4.82630 -0.25396 -1.85433
26 C -4.39229 -1.49214 -2.30619
27 C -3.03648 -1.75536 -2.40353
28 C -2.11304 -0.79006 -2.03137
29 H -1.78561 3.58389 0.16517
30 H -2.57026 -0.89397 2.53950
31 H -4.69396 -2.12101 2.65755
32 H -6.85612 -0.97571 2.02274
33 H -6.77246 1.42718 1.36060
34 H -4.62849 2.63048 1.21387
35 H -1.71952 1.75810 4.51485
36 H -1.84887 3.50017 6.24818
37 H -2.29888 5.87738 5.62250
38 H -2.57245 6.46281 3.19620
39 H -2.63588 4.67848 1.50074
40 H -3.01403 4.00918 -1.58433
41 H -3.19188 5.52221 -3.53999
42 H -1.95572 4.99674 -5.66101
43 H -0.45061 3.04889 -5.71480
44 H -0.13774 1.61342 -3.71010
45 H -4.24909 1.72108 -1.18339
46 H -5.89937 -0.05399 -1.76352
47 H -5.11403 -2.26750 -2.55889
48 H -2.68084 -2.72207 -2.76897
49 H -1.04496 -0.94517 -2.18115
50 C 5.26325 0.86571 2.61927
51 Si 5.58357 -0.19580 1.14731
52 C 6.85745 0.64724 0.06014
53 C 6.18540 -1.87833 1.69566
54 C 4.08130 -0.54923 0.00323
55 C 4.29154 -1.29217 -1.15063
56 C 3.23437 -1.63571 -1.98569
57 C 1.95794 -1.22512 -1.64753
58 N 1.71329 -0.50673 -0.53816
59 C 2.75147 -0.11820 0.27272
60 S 2.27264 0.93020 1.61383
61 H 6.20427 0.99298 3.20214
62 H 4.50683 0.38995 3.28180
63 H 4.86548 1.87586 2.35911
64 H 7.79791 0.89448 0.59693
65 H 6.43975 1.59627 -0.36365
66 H 7.13461 0.01462 -0.82514
67 H 7.17227 -1.78942 2.20711
68 H 6.32841 -2.56618 0.82328
69 H 5.49082 -2.36548 2.41676
70 H 5.31206 -1.64130 -1.37804
71 H 3.39767 -2.27371 -2.85772
72 H 1.10747 -1.46744 -2.28677
73 N -0.61833 -3.22101 -0.52331
74 C 0.15334 -3.04201 0.57007
75 S -0.28511 -1.94046 1.85243
76 N 1.33389 -3.68968 0.67586
77 C 2.05182 -4.48309 -0.27059
78 C 3.45697 -4.41769 -0.24182
79 C 4.21806 -5.08463 -1.21287
80 C 3.56836 -5.89869 -2.12798
81 C 2.17361 -5.99121 -2.14634
82 C 1.40891 -5.32232 -1.19143
83 H -1.51892 -2.75758 -0.57893
84 H -0.25419 -3.69110 -1.34492
85 H 1.79090 -3.53431 1.57301
86 H 3.94608 -3.77256 0.51432
87 H 5.31228 -4.97278 -1.25282
88 H 4.15508 -6.44882 -2.84956
89 H 1.68645 -6.61960 -2.89653
90 H 0.32049 -5.53383 -1.10516

Output
**Multiplicity**: 1
**Orbital gap**: 7.642 eV
**Highest occupied orbital energy**: -10.1 eV
**E**: -5277.61922 Ha
**Energy above the lowest of the compared OMol25 structures with the same formula, charge and spin**: 0.0 kcal/mol
**Net charge**: +1


Among the records above, which one has the lowest net charge?
C39H40N8


Which of these has the highest E?
C39H40N8